Density functional theory data (ωB97M-V with the def2-TZVPD basis set) for a 2-piece molecular cluster, C5H15N3 overall.

Last column: natural (NBO) charge in e.
Cartesian coordinates (Å):
C1 2.5492 -0.3751 0.1761  -0.061
C2 1.4569 -2.0321 -1.0393  -0.443
N1 1.9413 -1.4679 0.1814  -0.395
H1 -0.1043 -0.6713 0.7731  0.198
H2 2.7524 0.2189 -0.7236  0.139
H3 0.3816 -2.1609 -0.9594  0.212
H4 0.6067 1.5080 0.8547  0.209
H5 2.9049 0.0198 1.1164  0.173
H6 1.9036 -3.0174 -1.1538  0.208
H7 1.6816 -1.4244 -1.9246  0.169
C3 -0.3801 1.8162 -1.0310  -0.603
C4 -0.9367 0.0370 0.7425  0.083
N2 -1.5066 0.0437 2.0811  -0.841
N3 -1.8285 -0.4119 -0.3192  -0.854
C5 -0.3991 1.4493 0.4496  -0.405
H8 -1.7643 -0.8912 2.3769  0.354
H9 -2.3356 0.6300 2.1190  0.345
H10 -2.6433 0.1908 -0.3794  0.347
H11 -2.1545 -1.3544 -0.1309  0.356
H12 -1.0135 2.1739 0.9920  0.195
H13 -1.3868 1.9386 -1.4224  0.202
H14 0.1607 2.7467 -1.1719  0.203
H15 0.1142 1.0337 -1.6074  0.208

lowest unoccupied orbital energy: 0.040 Ha
SMILES string: CCC(N)N.C=NC
relative energy (zero: lowest compared OMol25 entry of this formula, charge and spin): 138.77 kJ/mol